Version A
Formula: C5H8IN2
Source: the OMol25 dataset
Level of theory: wB97M-V/def2-TZVPD

```
! RIJCOSX wB97M-V def2-TZVPD def2/J DEFGRID3
* xyz 1 1
C -1.835 -1.645 -0.101
C -0.856 -0.789 0.157
C -0.855 0.776 0.084
C 0.604 1.024 0.031
N 1.120 2.226 0.008
N 1.360 -0.062 0.148
I 3.362 -0.165 0.031
C 0.555 -1.258 0.078
H -1.632 -2.667 -0.093
H -2.928 -1.412 -0.154
H -1.404 1.177 -0.935
H -1.506 1.170 0.787
H 0.695 3.117 0.185
H 2.024 2.450 -0.352
H 0.708 -2.079 0.914
H 0.588 -1.863 -0.789
*
```

## Properties
HOMO-LUMO gap in eV: 8.865
SMILES: C=C1CC(=[NH2+])N(I)C1

Results of the Mulliken charge analysis, in e, for atoms 1 through 4: number 1, C, carries -1.131; number 2, C, carries 0.502; number 3, C, carries -0.384; number 4, C, carries 0.518

Version B
Formula: C5H8IN2
Source: the OMol25 dataset
Level of theory: wB97M-V/def2-TZVPD

```
! RIJCOSX wB97M-V def2-TZVPD def2/J DEFGRID3
* xyz 1 1
C -0.301 -0.939 -1.124
C -0.080 1.323 0.241
C -1.214 -1.317 -1.925
C 0.776 -0.949 -0.197
C 0.589 0.138 0.900
N -0.493 1.129 -0.982
N -0.456 2.495 0.908
I -1.307 2.054 -2.561
H -1.725 -0.583 -2.559
H -1.436 -2.426 -2.021
H 0.796 -2.035 0.181
H 1.637 -0.705 -0.822
H 1.566 0.275 1.173
H -0.100 -0.333 1.644
H -0.082 2.751 1.806
H -0.862 3.320 0.541
*
```

## Properties
HOMO-LUMO gap in eV: 9.172

Results of the Mulliken charge analysis, in e, for atoms 1 through 4: number 1, C, carries 0.643; number 2, C, carries 0.613; number 3, C, carries -0.680; number 4, C, carries -0.465

Most stable structure - version A; separation to the second - 1.406 eV.

Version A
Formula: C2H6N4
Source: the OMol25 dataset
Level of theory: wB97M-V/def2-TZVPD

```
! RIJCOSX wB97M-V def2-TZVPD def2/J DEFGRID3
* xyz 0 1
C -1.828 -0.085 0.068
C 0.268 0.057 0.024
N -2.962 -0.022 0.112
N 0.575 1.170 -0.831
N 0.704 0.290 1.354
N 0.570 -1.244 -0.450
H -0.179 1.773 -0.803
H 0.762 0.922 -1.830
H 0.369 1.124 1.752
H 0.793 -0.576 1.985
H 0.408 -1.408 -1.439
H 0.519 -2.001 0.058
*
```

## Properties
HOMO-LUMO gap in eV: 10.250

Results of the Mulliken charge analysis, in e, for atoms 1 through 4: number 1, C, carries 0.031; number 2, C, carries 0.610; number 3, N, carries -0.443; number 4, N, carries -0.585

Version B
Formula: C2H6N4
Source: the OMol25 dataset
Level of theory: wB97M-V/def2-TZVPD

```
! RIJCOSX wB97M-V def2-TZVPD def2/J DEFGRID3
* xyz 0 1
H -2.301 1.015 1.403
N -1.887 0.250 0.880
C -0.853 0.586 0.225
N -0.008 -0.179 -0.452
C 0.010 -1.615 -0.327
N 1.482 0.499 -0.671
N 1.462 1.627 -0.207
H 2.312 2.189 -0.358
H -0.217 1.570 0.422
H -0.851 -2.032 -0.860
H 0.921 -2.001 -0.776
H -0.070 -1.910 0.723
*
```

## Properties
HOMO-LUMO gap in eV: 9.243
SMILES: [H]/N=C/N(C)/N=N/[H]

Results of the Mulliken charge analysis, in e, for atoms 1 through 4: number 1, H, carries 0.241; number 2, N, carries -0.662; number 3, C, carries 0.062; number 4, N, carries 0.024

Most stable structure - version A; separation to the second - 1.189 eV.

Version A
Formula: C2HBrF2S
Source: the OMol25 dataset
Level of theory: wB97M-V/def2-TZVPD

```
! RIJCOSX wB97M-V def2-TZVPD def2/J DEFGRID3
* xyz 0 1
C 1.777 -1.050 -0.236
C 3.168 -0.882 0.039
F 1.337 -2.315 0.015
F 3.634 -1.880 0.746
S -0.407 -0.159 -1.085
Br 4.005 0.807 -0.275
H -0.716 -1.249 -1.706
*
```

## Properties
HOMO-LUMO gap (spin up / spin down) in eV: 7.294 / 7.294

Results of the Mulliken charge analysis, in e, for atoms 1 through 4: number 1, C, carries 0.108; number 2, C, carries 0.275; number 3, F, carries -0.184; number 4, F, carries -0.185

Version B
Formula: C2HBrF2S
Source: the OMol25 dataset
Level of theory: wB97M-V/def2-TZVPD

```
! RIJCOSX wB97M-V def2-TZVPD def2/J DEFGRID3
* xyz 0 1
F 1.563 -0.160 -0.063
C 0.384 0.393 0.156
F 0.432 0.856 1.367
Br 0.177 1.909 -1.115
C -0.640 -0.649 0.008
S -0.758 -1.703 -1.202
H -1.159 -0.646 0.850
*
```

## Properties
HOMO-LUMO gap in eV: 8.278
SMILES: FC(F)(Br)C=S

Results of the Mulliken charge analysis, in e, for atoms 1 through 4: number 1, F, carries -0.189; number 2, C, carries 0.596; number 3, F, carries -0.202; number 4, Br, carries -0.117

Version C
Formula: C2HBrF2S
Source: the OMol25 dataset
Level of theory: wB97M-V/def2-TZVPD

```
! RIJCOSX wB97M-V def2-TZVPD def2/J DEFGRID3
* xyz 0 1
F 0.794 0.697 -1.452
C -0.191 0.197 -0.625
F -0.791 1.360 -0.423
Br -1.186 -1.201 -1.303
C 0.309 -0.160 0.886
S 0.825 -1.561 1.288
H 0.240 0.668 1.629
*
```

## Properties
HOMO-LUMO gap in eV: 8.587
SMILES: FC(F)(Br)C=S

Results of the Mulliken charge analysis, in e, for atoms 1 through 4: number 1, F, carries -0.217; number 2, C, carries 0.620; number 3, F, carries -0.220; number 4, Br, carries -0.033

Most stable structure - version B; separation to the second - 0.325 eV.

Version A
Formula: C4H12N3O
Source: the OMol25 dataset
Level of theory: wB97M-V/def2-TZVPD

```
! RIJCOSX wB97M-V def2-TZVPD def2/J DEFGRID3
* xyz 1 1
N 2.263 -0.267 2.172
C 1.047 -0.168 1.552
O -0.037 -0.497 2.009
C 1.293 0.360 0.139
N 0.467 -0.474 -0.711
C -0.369 0.268 -1.743
C -1.872 0.002 -1.262
N -2.040 -0.070 0.195
H 2.422 -0.387 3.154
H 3.145 0.008 1.783
H 2.423 0.378 -0.182
H 1.051 1.388 0.079
H 1.098 -1.196 -1.120
H -0.168 -0.184 -2.794
H -0.013 1.383 -1.547
H -2.138 -0.974 -1.715
H -2.523 0.846 -1.513
H -2.045 0.818 0.689
H -2.802 -0.709 0.312
H -1.204 -0.525 0.501
*
```

## Properties
HOMO-LUMO gap in eV: 10.572
SMILES: NC(=O)CNCC[NH3+]

Results of the Mulliken charge analysis, in e, for atoms 1 through 4: number 1, N, carries -0.358; number 2, C, carries 0.608; number 3, O, carries -0.701; number 4, C, carries -0.506

Version B
Formula: C4H12N3O
Source: the OMol25 dataset
Level of theory: wB97M-V/def2-TZVPD

```
! RIJCOSX wB97M-V def2-TZVPD def2/J DEFGRID3
* xyz 1 1
C -0.844 1.446 -2.697
N -1.506 1.119 -1.423
C -0.941 0.810 -0.312
N -1.522 0.431 0.805
H -0.645 2.507 -2.814
H -1.445 0.942 -3.409
H 0.172 0.923 -2.634
H -2.503 1.239 -1.358
H 0.149 0.682 -0.393
H -2.537 0.494 0.933
H -0.885 0.138 1.566
C 2.213 -0.113 0.538
C 1.107 -0.956 1.069
N 0.842 -2.064 0.287
O 0.568 -0.735 2.162
H 3.169 -0.391 0.938
H 2.039 0.959 0.910
H 2.158 0.003 -0.602
H 0.315 -2.813 0.634
H 1.565 -2.331 -0.338
*
```

## Properties
HOMO-LUMO gap in eV: 10.879

Results of the Mulliken charge analysis, in e, for atoms 1 through 4: number 1, C, carries -0.693; number 2, N, carries -0.191; number 3, C, carries 0.723; number 4, N, carries -0.247

Most stable structure - version B; separation to the second - 1.053 eV.